[1]
The following is a quantum chemistry calculation of 10 unconnected molecules or ions with the total composition C36H63BNO22S6 at a distorted geometry, from OMol25.

```
129
Properties=species:S:1:pos:R:3:mulliken_charge:R:1
O 27.8442 15.0380 -17.9686 -0.66
C 26.6463 14.6985 -17.7230 0.60
O 25.6308 14.9132 -18.5054 -0.46
B 24.3831 14.3563 -17.9392 0.97
O 24.7805 14.0562 -16.5334 -0.47
C 26.1111 14.2045 -16.3730 0.59
O 26.7987 13.6929 -15.4718 -0.60
O 23.7525 13.2674 -18.6594 -0.41
C 22.5428 13.6333 -19.1027 0.56
O 21.7344 13.0848 -19.8507 -0.61
C 22.3084 15.0613 -18.6382 0.64
O 23.3311 15.3945 -17.8800 -0.51
O 21.3151 15.7211 -18.8030 -0.64
C 16.0760 14.7050 -14.7919 -0.96
C 17.1098 13.9308 -14.0561 0.70
O 17.4873 14.4442 -13.0106 -0.56
C 17.6793 12.5795 -14.5260 -0.94
H 16.3370 14.6105 -15.8460 0.32
H 16.1180 15.7792 -14.6123 0.31
H 15.0542 14.3801 -14.5956 0.25
H 16.9886 12.1429 -15.2473 0.32
H 17.8344 11.9537 -13.6472 0.30
H 18.5470 12.7925 -15.1504 0.26
C 24.8642 20.2212 -22.2992 -0.87
C 25.1141 20.4514 -23.7785 0.66
O 25.8002 21.4414 -24.0358 -0.56
C 24.4139 19.5505 -24.8542 -0.96
H 24.0389 19.5325 -22.1184 0.30
H 24.6408 21.2311 -21.9553 0.30
H 25.8158 19.7977 -21.9780 0.26
H 23.3476 19.7614 -24.9353 0.27
H 24.4892 18.5756 -24.3725 0.31
H 24.9399 19.5509 -25.8089 0.29
C 15.4682 9.3935 -23.1540 -0.69
C 14.6780 9.0374 -21.9699 0.26
N 14.0361 8.7146 -21.0984 -0.32
H 15.2978 8.6084 -23.8906 0.24
H 16.5230 9.3100 -22.8924 0.26
H 15.2188 10.3838 -23.5353 0.25
C 23.2243 15.7505 -6.0393 -0.56
C 22.4449 15.0504 -7.2074 -0.62
C 23.4650 14.0646 -7.8596 -0.68
S 25.1654 14.7658 -7.7789 1.00
O 25.6222 15.5436 -8.8947 -0.59
O 26.1018 13.7447 -7.1636 -0.63
C 24.6084 16.0681 -6.4566 -0.68
H 23.3462 15.0973 -5.1753 0.27
H 22.6969 16.6416 -5.6988 0.33
H 22.0604 15.7719 -7.9283 0.31
H 21.5226 14.5436 -6.9236 0.35
H 23.1212 13.7931 -8.8577 0.42
H 23.6069 13.0889 -7.3950 0.37
H 24.6371 17.0901 -6.8345 0.35
H 25.3428 16.0508 -5.6512 0.37
C 13.3384 20.1968 -21.3372 -0.63
C 13.2287 19.5842 -19.9682 -0.55
C 12.8832 18.1148 -20.2605 -0.69
S 11.8084 17.9921 -21.7835 1.01
O 10.3996 17.6060 -21.3354 -0.65
O 12.3821 17.1757 -22.7757 -0.59
C 12.0394 19.7978 -22.1180 -0.71
H 14.1468 19.8590 -21.9856 0.32
H 13.2968 21.2858 -21.3130 0.32
H 12.4872 20.1405 -19.3947 0.29
H 14.0720 19.7611 -19.3006 0.32
H 12.4160 17.5415 -19.4598 0.41
H 13.7375 17.4590 -20.4287 0.37
H 11.2514 20.3493 -21.6051 0.36
H 12.0255 19.9647 -23.1950 0.42
C 29.4598 22.1331 -14.7505 -0.62
C 29.8437 23.5409 -14.2030 -0.67
C 31.2551 23.4475 -13.6238 -0.64
S 32.1118 22.2492 -14.8234 1.04
O 32.5946 21.1462 -13.9322 -0.64
O 32.9406 22.9199 -15.7662 -0.62
C 30.5997 21.6463 -15.6482 -0.63
H 28.4553 22.0938 -15.1718 0.39
H 29.2956 21.5557 -13.8407 0.28
H 29.1644 23.7925 -13.3886 0.34
H 29.4899 24.3206 -14.8775 0.32
H 31.3349 22.9704 -12.6470 0.35
H 31.7787 24.3962 -13.5056 0.37
H 30.7402 20.5815 -15.8340 0.39
H 30.5590 22.0296 -16.6677 0.34
C 32.6486 7.0397 -11.3983 -0.50
C 31.4219 7.1955 -12.3818 -0.59
C 30.0731 7.1748 -11.5792 -0.72
S 30.3913 6.9494 -9.7838 1.02
O 29.5489 5.8646 -9.3069 -0.63
O 30.5731 8.2700 -9.1248 -0.60
C 32.0868 6.2640 -10.1999 -0.75
H 33.0412 8.0174 -11.1191 0.33
H 33.4413 6.4271 -11.8278 0.28
H 31.4990 6.6068 -13.2959 0.38
H 31.5204 8.2219 -12.7351 0.23
H 29.6069 6.1965 -11.6964 0.29
H 29.3157 7.9160 -11.8338 0.49
H 32.1591 5.1847 -10.3339 0.37
H 32.6105 6.4540 -9.2630 0.40
C 28.4862 9.9734 -21.6147 -0.52
C 29.5588 9.4098 -20.7211 -0.61
C 28.8157 8.4039 -19.8046 -0.73
S 27.5703 7.5544 -20.8817 1.08
O 26.2816 7.6588 -20.1997 -0.61
O 28.1585 6.3073 -21.3577 -0.64
C 27.7518 8.7975 -22.2910 -0.70
H 28.8801 10.7668 -22.2498 0.34
H 27.7930 10.4915 -20.9520 0.28
H 30.0523 10.1730 -20.1194 0.33
H 30.3323 8.8317 -21.2267 0.30
H 28.3137 8.8567 -18.9496 0.37
H 29.4210 7.5687 -19.4522 0.39
H 26.7792 8.9196 -22.7676 0.41
H 28.4140 8.2565 -22.9669 0.33
C 18.1521 15.5880 -26.2414 -0.56
C 19.0416 14.4844 -27.0258 -0.60
C 19.8719 15.2137 -28.0256 -0.64
S 18.8596 16.5431 -28.6849 1.02
O 18.2779 16.1075 -29.9740 -0.64
O 19.5510 17.8563 -28.6215 -0.64
C 17.5070 16.3925 -27.3311 -0.73
H 18.7092 16.1202 -25.4704 0.32
H 17.3475 15.0857 -25.7044 0.31
H 18.4732 13.7140 -27.5468 0.32
H 19.6932 14.0357 -26.2760 0.31
H 20.3328 14.6022 -28.8013 0.40
H 20.6890 15.7705 -27.5669 0.35
H 16.8009 15.7991 -27.9120 0.34
H 16.9301 17.2641 -27.0220 0.43
```

Calculated values
Lowest unoccupied orbital energy = 1.3 eV
Frontier orbital gap = 0.3243 Eh
DFT total energy = -150576.7503 eV
Energy relative to the best compared isomer or geometry (same formula, charge and spin) = 25.6 kcal/mol
HOMO energy = -0.275 hartree
F_max = 5.903 eV Å⁻¹
Total charge = -1

[2]
The following is a quantum chemistry calculation of 8 unconnected molecules or ions with the total composition C36H64FN4O22 at a distorted geometry, from OMol25.

```
127
Properties=species:S:1:pos:R:3:mulliken_charge:R:1
C -1.1958 -6.4053 -0.5339 -0.87
C -2.4500 -6.3031 -1.5216 -0.54
C -2.9966 -4.8295 -1.4305 -0.43
N -2.1787 -3.8266 -2.1889 0.14
C -1.5775 -2.8419 -1.3533 -0.83
C -0.1585 -2.6473 -1.0643 0.35
F 0.8279 -3.4021 -1.6082 -0.26
N 0.0331 -1.5982 -0.1736 0.36
C 1.2764 -1.0282 0.4219 -0.39
C 2.4316 -2.0680 0.6931 -0.26
N 2.7733 -2.2048 2.1493 -0.64
C -1.2522 -1.0632 0.1252 -0.31
N -2.1513 -1.7893 -0.5827 0.21
C -3.6289 -1.7079 -0.6755 -0.80
O -4.1796 -0.5459 -0.0606 -0.33
C -5.3523 -1.0562 0.6337 0.25
C -6.4833 -1.6896 -0.0277 -0.13
C -7.6375 -2.2408 0.7184 -0.65
C -7.6155 -2.1417 2.1824 -0.47
C -6.4726 -1.4739 2.8467 -0.56
C -5.3395 -0.9313 2.0918 -0.04
H -0.2260 -6.2876 -1.0842 0.12
H -1.2561 -7.4113 -0.0440 0.39
H -1.2420 -5.6183 0.2742 0.22
H -3.2544 -6.9957 -1.1385 0.40
H -2.1917 -6.5309 -2.5861 0.27
H -4.0760 -4.7133 -1.7378 0.31
H -2.9697 -4.5239 -0.3392 0.32
H -2.7821 -3.2928 -2.8287 0.44
H 1.6227 -0.1591 -0.1974 0.23
H 0.9726 -0.6243 1.4329 0.35
H 3.3663 -1.6632 0.2083 0.24
H 2.2363 -3.1015 0.3105 0.14
H 2.8604 -3.2160 2.3192 0.23
H 1.9904 -1.9108 2.7398 0.24
H -1.4844 -0.2046 0.7875 0.58
H -3.9180 -1.7908 -1.7618 0.24
H -4.0331 -2.6454 -0.1913 0.54
H -6.4650 -1.7776 -1.1471 0.40
H -8.4893 -2.7542 0.2069 0.40
H -8.4167 -2.5301 2.8540 0.41
H -6.3998 -1.3829 3.9629 0.37
H -4.4784 -0.4316 2.5895 0.33
C 0.1367 2.8523 -0.4107 -0.62
O 1.4747 2.9531 -0.8871 -0.30
C 2.0638 4.1335 -0.6237 0.72
O 1.5582 5.0567 -0.0431 -0.52
O 3.3019 4.0961 -1.1190 -0.30
C 4.0548 5.2951 -0.9118 -0.62
H -0.2301 1.8586 -0.6720 0.07
H 0.1063 2.9519 0.6762 0.33
H -0.4965 3.6019 -0.8863 0.41
H 4.1794 5.4913 0.1535 0.28
H 3.5756 6.1404 -1.4060 0.31
H 5.0388 5.1497 -1.3535 0.24
C -9.7563 4.3815 0.2758 -0.76
O -8.7328 3.5942 0.8894 -0.23
C -7.7468 3.2302 0.0638 0.71
O -7.6608 3.5022 -1.1048 -0.55
O -6.8689 2.5036 0.7709 -0.24
C -5.7530 2.0360 0.0196 -0.51
H -10.4960 4.6131 1.0404 0.24
H -9.3459 5.3172 -0.1051 0.31
H -10.2456 3.8222 -0.5224 0.33
H -5.1747 2.8732 -0.3751 0.41
H -6.0802 1.3786 -0.7872 0.31
H -5.1173 1.4646 0.6895 0.01
C 3.7409 -7.7223 5.2937 -0.62
O 4.6483 -7.8056 4.1942 -0.33
C 4.5960 -6.7661 3.3579 0.81
O 3.8697 -5.8079 3.4622 -0.55
O 5.4897 -6.9722 2.3843 -0.31
C 5.5463 -5.9333 1.4090 -0.58
H 3.8745 -8.6169 5.8991 0.23
H 3.9616 -6.8499 5.9098 0.29
H 2.7094 -7.6931 4.9402 0.29
H 5.8397 -4.9885 1.8690 0.29
H 4.5872 -5.8320 0.8981 0.23
H 6.3016 -6.2108 0.6759 0.24
C -9.3831 1.5959 2.8379 -0.42
O -10.7603 1.5592 3.2163 -0.33
C -10.9669 1.5868 4.5385 0.73
O -10.1132 1.6370 5.3869 -0.54
O -12.2873 1.5486 4.7528 -0.33
C -12.6583 1.5722 6.1313 -0.63
H -9.3361 1.5680 1.7543 0.12
H -8.9147 2.5175 3.1803 0.33
H -8.8534 0.7249 3.2289 0.28
H -12.3188 2.4937 6.6057 0.29
H -12.2592 0.7013 6.6526 0.29
H -13.7454 1.5375 6.1802 0.22
C 8.6875 8.7980 -2.1819 -0.55
O 7.6814 8.2800 -1.3083 -0.30
C 7.9839 8.3681 -0.0083 0.80
O 8.9954 8.8314 0.4535 -0.55
O 6.9650 7.8508 0.6910 -0.26
C 7.1518 7.8783 2.1063 -0.64
H 8.3327 8.6730 -3.2034 0.22
H 8.8473 9.8608 -1.9972 0.30
H 9.6196 8.2429 -2.0682 0.21
H 7.2498 8.9045 2.4620 0.29
H 8.0229 7.2870 2.3916 0.28
H 6.2680 7.4361 2.5636 0.20
C 0.2937 -5.4949 -8.4043 -0.62
O 1.0209 -5.0576 -7.2549 -0.34
C 0.3621 -5.1983 -6.1017 0.74
O -0.7492 -5.6462 -5.9690 -0.56
O 1.1517 -4.7539 -5.1147 -0.35
C 0.5674 -4.8472 -3.8172 -0.49
H 0.9259 -5.3324 -9.2753 0.22
H 0.0663 -6.5591 -8.3340 0.29
H -0.6208 -4.9132 -8.5257 0.29
H 0.3514 -5.8885 -3.5680 0.30
H -0.3362 -4.2421 -3.7573 0.14
H 1.2864 -4.4684 -3.1079 0.34
C 10.8631 5.9208 -0.1722 -0.56
O 11.8282 4.8939 -0.3940 -0.33
C 12.2070 4.7668 -1.6714 0.75
O 11.8074 5.4271 -2.5964 -0.55
O 13.1064 3.7788 -1.7411 -0.34
C 13.6024 3.5300 -3.0562 -0.62
H 10.6303 5.9346 0.8912 0.24
H 11.2665 6.8954 -0.4491 0.31
H 9.9447 5.7120 -0.7244 0.28
H 14.1140 4.4101 -3.4476 0.29
H 12.7933 3.2273 -3.7221 0.29
H 14.3196 2.7137 -2.9886 0.22
```

Calculated values
Lowest unoccupied orbital energy = -3.1 eV
Frontier orbital gap = 0.3245 Eh
DFT total energy = -92082.9086 eV
HOMO energy = -0.439 hartree
F_max = 4.721 eV Å⁻¹
Total charge = +1

[3]
The following is a quantum chemistry calculation of 12 unconnected molecules or ions with the total composition C36H65B3F5N2O24S3 at a distorted geometry, from OMol25.

```
138
Properties=species:S:1:pos:R:3:mulliken_charge:R:1
C 2.7733 -4.1155 -0.9420 0.76
N 2.0388 -2.8596 -0.7282 0.50
C 2.1882 -1.8039 -1.5236 -0.45
C 1.4569 -0.6573 -1.2806 -0.86
C 0.6321 -0.5817 -0.1469 1.28
C 0.4820 -1.7497 0.6095 -0.88
C 1.0937 -2.9088 0.2275 -1.18
C 0.1618 0.7261 0.3371 1.62
C -1.0310 0.8303 1.0582 -0.41
C -1.5202 2.0367 1.4645 -0.93
N -0.8566 3.1613 1.1424 0.61
C 0.1666 3.1305 0.2871 -0.85
C 0.7332 1.9260 -0.0368 -1.08
C -1.4487 4.4184 1.5887 -1.27
H 2.8440 -4.6642 -0.0067 -0.48
H 3.7436 -3.8972 -1.3720 -0.52
H 2.1822 -4.6823 -1.6648 0.28
H 2.8318 -1.8654 -2.3894 0.74
H 1.7175 0.2697 -1.7750 0.28
H -0.1210 -1.6942 1.5060 0.64
H 1.1541 -3.8033 0.8331 0.62
H -1.5675 -0.0696 1.3320 0.05
H -2.4136 2.2013 2.0472 0.53
H 0.6674 4.0649 0.0807 0.42
H 1.6419 1.9200 -0.6284 0.61
H -0.8107 5.2526 1.2966 0.31
H -1.4988 4.4379 2.6734 0.45
H -2.4114 4.5822 1.1086 0.43
B 2.9106 2.5309 2.2095 0.43
H 2.7660 3.7411 2.2322 -0.34
H 3.0310 2.1585 1.0756 -0.32
H 3.8374 2.2485 2.9225 -0.22
H 1.8926 2.0516 2.6897 -0.32
B 3.9394 2.1953 -2.1258 0.79
H 3.9365 1.0536 -1.7179 -0.39
H 3.6537 2.9109 -1.2002 -0.26
H 5.0604 2.5075 -2.4422 -0.26
H 3.1206 2.3241 -3.0207 -0.51
B 3.2894 -4.0703 2.4110 0.58
H 2.7100 -5.0446 1.9887 -0.42
H 2.7498 -3.0163 2.1891 -0.32
H 3.2801 -4.0918 3.6139 -0.23
H 4.4030 -4.0845 1.9487 -0.39
O 0.8319 -5.1120 -5.8155 -0.66
S 0.7241 -3.9506 -4.9861 1.32
O -0.2890 -3.8496 -3.9980 -0.63
O 2.1322 -3.7723 -4.2777 -0.11
C 3.3354 -4.1382 -4.9791 -0.31
C 4.2832 -4.8752 -4.0620 -1.18
C 0.6844 -2.5352 -6.0697 -0.81
H 3.7032 -3.2164 -5.4298 0.27
H 3.0892 -4.8666 -5.7541 0.50
H 5.1910 -5.1879 -4.5760 0.51
H 3.7936 -5.7925 -3.7298 0.35
H 4.5607 -4.2952 -3.1814 0.02
H 1.6955 -2.4622 -6.4634 0.28
H 0.4517 -1.6821 -5.4418 0.10
H -0.0185 -2.7312 -6.8725 0.52
O -3.4663 2.3851 4.8971 -0.47
S -4.2908 1.5046 5.6636 1.12
O -5.0682 2.0040 6.7410 -0.63
O -5.2459 0.7210 4.6585 -0.37
C -5.1128 0.8869 3.2535 0.77
C -4.5944 -0.3339 2.5617 -0.78
C -3.3349 0.0888 6.1907 -0.90
H -4.5188 1.7762 3.0167 -0.30
H -6.0644 1.2076 2.8180 0.02
H -4.9865 -1.2880 2.9446 0.43
H -3.5411 -0.5932 2.7346 0.09
H -4.7925 -0.3448 1.4917 0.10
H -2.7550 0.1928 7.0990 0.38
H -2.8224 -0.2054 5.2795 0.21
H -4.1083 -0.6537 6.3962 0.37
O -4.7715 3.8840 1.0873 -0.28
S -6.0183 4.2739 0.5190 1.01
O -6.0665 4.4299 -0.9000 -0.70
O -7.1431 3.3410 1.1284 -0.12
C -8.4117 3.3082 0.4538 -0.19
C -9.4322 2.5009 1.2138 -1.33
C -6.4770 5.8462 1.2234 -1.12
H -8.3317 2.9918 -0.5842 0.31
H -8.7923 4.3360 0.4512 0.29
H -10.4210 2.8184 0.8931 0.41
H -9.3418 2.6331 2.2929 0.32
H -9.3057 1.4276 1.0612 0.32
H -6.7650 5.5946 2.2441 0.30
H -7.3474 6.2385 0.7027 0.42
H -5.6482 6.5452 1.2101 0.36
C 2.8615 2.5997 -5.5828 -0.49
C 1.3812 2.3722 -5.8653 0.33
O 1.1234 1.1657 -5.2005 -0.35
C 2.3089 0.4976 -4.9904 0.58
O 2.3925 -0.5681 -4.4791 -0.48
O 3.3261 1.3212 -5.2349 -0.29
F 1.1750 2.2475 -7.2164 -0.33
H 2.9987 3.3058 -4.7607 0.25
H 3.3812 3.0099 -6.4458 0.36
H 0.6548 3.0720 -5.4662 0.30
C 5.2120 -6.9515 2.4980 -0.01
C 3.9009 -7.4588 1.9398 1.03
O 3.0183 -7.3655 3.0143 -0.37
C 3.7073 -7.1770 4.1681 0.60
O 3.2569 -7.2432 5.2654 -0.55
O 4.9960 -6.8711 3.8998 -0.38
F 4.0140 -8.7946 1.5890 -0.37
H 5.4026 -5.9436 2.1227 -0.04
H 6.0892 -7.5332 2.2185 0.29
H 3.5321 -6.9027 1.0869 -0.35
C 8.0255 -3.7810 -1.3225 -0.47
C 6.7841 -3.2581 -0.5781 0.25
O 6.1916 -4.4532 -0.1767 -0.17
C 6.5381 -5.4697 -0.9936 0.64
O 5.9632 -6.5058 -1.0313 -0.51
O 7.6456 -5.1237 -1.6797 -0.40
F 5.9572 -2.5882 -1.4312 -0.27
H 8.9080 -3.8180 -0.6890 0.30
H 8.1866 -3.2256 -2.2422 0.30
H 6.9802 -2.6436 0.2954 0.31
C -1.0635 6.9608 4.4537 -0.38
C -0.7034 8.1330 3.5530 0.23
O -1.9901 8.5953 3.1928 -0.35
C -2.8466 7.5560 3.2193 0.66
O -3.9215 7.5175 2.7217 -0.50
O -2.3325 6.5438 3.9781 -0.31
F -0.0221 7.7208 2.4627 -0.25
H -1.0582 7.1133 5.5324 0.32
H -0.2670 6.2201 4.3203 0.32
H -0.2052 8.9644 4.0433 0.29
C -4.5458 0.2101 -3.0432 -0.50
C -4.4546 -0.5910 -1.7473 0.40
O -3.6706 0.2216 -0.9104 -0.15
C -3.5297 1.4616 -1.4567 0.61
O -2.9839 2.3485 -0.9043 -0.43
O -4.0133 1.4967 -2.7136 -0.38
F -3.8352 -1.7887 -1.8871 -0.30
H -5.5922 0.3855 -3.2934 0.28
H -4.0433 -0.2536 -3.8887 0.31
H -5.4368 -0.8012 -1.3223 0.16
```

Calculated values
Lowest unoccupied orbital energy = 0.8 eV
Frontier orbital gap = 0.2149 Eh
DFT total energy = -138622.8529 eV
HOMO energy = -0.185 hartree
F_max = 2.558 eV Å⁻¹
Total charge = -1